48
Properties=species:S:1:pos:R:3:forces:R:3:nbo_charge:R:1 method="wB97M-V/def2-TZVPD" max_force_ha_per_bohr=0.019 de_lowest_kj_mol=313.7 multiplicity=1 homo_lumo_gap_ev=8.07 lumo_energy_ha=0.0133
C -2.266498 -0.866862 -4.188669 0.3 0.0 0.1 -0.61
C -0.853849 -1.077261 -3.663196 -0.4 -0.1 0.3 -0.22
N 0.103531 -0.554674 -4.614136 0.0 -0.1 0.2 -0.58
C 1.323418 -0.041722 -4.413838 -0.1 0.0 -0.2 0.29
S 2.218794 0.515627 -5.696016 0.4 0.2 -0.5 -0.30
N 1.876002 0.070410 -3.176743 0.7 0.5 -0.1 -0.43
N 1.357030 -0.400405 -2.039228 -0.3 -0.4 0.8 -0.25
C 1.956836 -0.182149 -0.934325 0.3 0.3 -0.9 0.07
C 1.408110 -0.653747 0.313234 -0.2 -0.2 0.7 -0.15
C 0.333170 -1.547843 0.344958 0.2 0.1 0.1 -0.16
C -0.233889 -1.916203 1.539596 0.1 0.0 0.3 -0.26
C 0.234185 -1.383635 2.744341 0.3 -0.1 -0.4 0.39
O -0.455808 -1.762052 3.861383 0.0 -0.1 -0.2 -0.52
C -0.432458 -0.939431 5.005753 -0.2 0.6 0.2 -0.09
C -1.369262 0.280195 4.890793 0.1 -0.6 0.3 -0.09
O -0.966432 1.200386 3.905375 0.1 0.1 -0.3 -0.53
C -1.401353 1.088383 2.607790 -0.1 0.2 -0.3 0.38
C -2.383199 0.219077 2.156511 -0.1 0.0 0.3 -0.31
C -2.735784 0.201207 0.816886 0.0 0.1 -0.1 -0.20
C -2.109818 1.039413 -0.082569 -0.1 -0.1 -0.1 -0.24
C -1.135094 1.913601 0.369328 0.0 -0.1 0.1 -0.19
C -0.773991 1.959556 1.703110 0.0 0.0 0.2 -0.08
C 0.264063 2.914680 2.203105 -0.1 -0.1 0.0 -0.62
C 1.344847 -0.546601 2.726267 -0.2 -0.2 0.5 -0.35
C 1.924297 -0.195732 1.523704 -0.1 -0.1 -0.5 -0.11
H -2.987711 -1.241640 -3.467706 -0.1 -0.1 0.0 0.22
H -2.456943 0.191048 -4.353361 0.0 0.1 0.0 0.21
H -2.412144 -1.396118 -5.128238 -0.1 0.0 -0.1 0.20
H -0.717082 -0.564237 -2.710664 -0.2 -0.2 -0.2 0.23
H -0.670053 -2.147826 -3.502687 0.0 0.1 0.1 0.19
H -0.151091 -0.624926 -5.589613 0.2 0.1 0.1 0.42
H 2.784156 0.542249 -3.167749 -0.3 -0.2 -0.1 0.39
H 2.886541 0.397719 -0.892381 0.0 0.0 -0.1 0.16
H -0.049973 -1.932864 -0.585909 -0.1 -0.1 -0.1 0.23
H -1.068829 -2.597955 1.573889 -0.1 0.0 0.0 0.22
H 0.580816 -0.602172 5.243302 -0.1 -0.1 0.0 0.18
H -0.790707 -1.572458 5.822131 0.1 0.1 0.0 0.20
H -2.398224 -0.056608 4.736316 0.1 0.1 0.0 0.18
H -1.321592 0.828405 5.837411 -0.1 -0.1 -0.1 0.20
H -2.873956 -0.468362 2.827685 0.0 -0.1 0.1 0.22
H -3.501622 -0.483140 0.483549 -0.1 -0.1 0.0 0.21
H -2.377891 1.018499 -1.127834 0.0 0.0 -0.1 0.21
H -0.642918 2.575121 -0.328910 0.1 0.1 -0.1 0.21
H -0.183944 3.623202 2.898645 0.1 0.1 0.1 0.22
H 1.040450 2.376222 2.742496 0.1 0.0 0.1 0.22
H 0.712998 3.462605 1.379126 0.0 0.1 0.0 0.21
H 1.755626 -0.143557 3.638953 0.0 0.0 0.1 0.22
H 2.776886 0.468352 1.522069 0.1 0.1 0.0 0.20